ORCA calculation (ωB97M-V with the def2-TZVPD basis set) on an isolated molecule of C20H29NO4.

```
54
Properties=species:S:1:pos:R:3:forces:R:3:nbo_charge:R:1
H 4.7506 1.4406 0.2945 0.02 0.07 -0.01 0.232
H -4.1143 -0.8710 0.1302 -0.08 0.01 0.02 0.223
O 3.2054 -3.1530 0.5619 0.27 -0.20 0.27 -0.644
C 2.8253 2.1722 -0.2538 0.23 -0.05 0.13 0.806
H 4.5978 -1.1842 -0.1031 -0.08 -0.04 -0.03 0.232
H -2.9448 -3.8949 -0.4821 -0.05 0.01 -0.05 0.464
H -4.1341 -0.3417 1.8082 -0.07 -0.03 -0.08 0.221
H -0.1649 -2.7190 1.6495 -0.02 -0.05 0.08 0.214
H -0.0644 -0.2379 0.7417 0.01 0.07 0.03 0.203
H -2.1372 1.3741 2.4082 0.04 -0.06 0.12 0.201
O 2.2809 3.2679 0.2798 0.12 0.12 0.37 -0.502
H 1.3797 -0.2177 -1.2346 0.01 -0.09 -0.05 0.240
C 2.7315 -2.1689 0.0213 0.42 0.25 -0.20 0.693
H -1.1774 -3.8755 0.7922 -0.06 -0.06 0.10 0.196
C 3.7494 1.4888 0.7254 -0.19 -0.07 0.09 -0.503
C -0.4496 -0.6498 -0.1943 0.08 -0.19 -0.29 -0.414
H 3.7788 2.0816 1.6392 0.08 -0.03 -0.06 0.232
C 1.3613 3.9820 -0.5370 -0.21 0.00 -0.40 -0.268
H -3.9031 0.8524 -1.4407 -0.06 -0.09 -0.06 0.211
H -3.1904 3.1156 -2.0749 -0.02 0.03 -0.08 0.214
C -2.3578 1.7472 1.4181 -0.02 -0.02 -0.02 -0.167
C -0.5563 -2.9856 0.6649 0.04 0.13 -0.36 -0.400
C -2.3710 -1.4068 1.2766 -0.12 -0.04 -0.30 -0.371
C -3.0532 0.9428 0.5214 -0.18 0.09 -0.03 -0.026
C 0.6281 -3.3286 -0.2376 0.01 -0.33 0.35 -0.232
H 2.1727 0.1045 1.2058 -0.03 -0.02 0.08 0.200
C -3.3484 1.4560 -0.7358 -0.02 -0.04 0.08 -0.219
C -1.4032 -1.8071 0.1417 -0.16 -0.04 0.21 -0.064
H 0.4510 3.3955 -0.6795 0.09 0.08 0.00 0.200
C -2.1984 -2.2158 -1.1162 0.49 0.27 0.02 -0.072
C 3.2477 0.0670 1.0163 0.13 0.12 -0.18 -0.375
H 3.3521 -0.4163 -1.0947 0.02 0.01 0.02 0.238
H 1.1398 4.9058 -0.0094 0.00 -0.04 0.01 0.194
C -2.9501 2.7323 -1.0938 0.03 0.09 -0.09 -0.204
H 3.7278 -0.3048 1.9226 -0.08 -0.01 0.01 0.223
H -1.7813 -0.9890 2.0955 0.06 -0.04 0.07 0.199
H -2.6343 -1.3267 -1.5756 0.07 0.02 -0.02 0.182
H -0.9873 0.1462 -0.7085 0.03 0.07 0.02 0.230
C 0.7373 -1.0778 -1.0637 -0.11 0.41 0.04 -0.220
H 0.3743 -1.4208 -2.0399 0.08 0.06 -0.02 0.187
H 1.2473 -4.0968 0.2298 -0.13 0.07 -0.16 0.255
C -2.2496 3.5184 -0.1957 -0.01 0.08 -0.07 -0.234
C -3.5029 -0.4338 0.9188 0.14 -0.15 0.16 -0.436
H -1.4150 3.6321 1.7727 0.04 0.05 0.07 0.212
N 1.4599 -2.1618 -0.4418 -0.40 -0.21 -0.13 -0.447
C -1.9545 3.0211 1.0633 0.04 0.04 0.06 -0.226
H 0.2873 -3.6981 -1.2114 0.03 -0.01 0.02 0.181
O 2.5717 1.7842 -1.3667 -0.06 0.03 -0.15 -0.621
O -3.2823 -3.0748 -0.8575 -0.27 -0.37 0.19 -0.719
H -1.9454 4.5177 -0.4716 0.02 0.08 -0.02 0.212
H -2.8452 -2.3180 1.6493 0.05 0.00 0.08 0.213
C 3.5457 -0.8967 -0.1382 -0.09 -0.16 0.08 -0.506
H 1.8055 4.1910 -1.5120 -0.06 0.02 0.08 0.197
H -1.5266 -2.6742 -1.8533 -0.06 0.13 0.00 0.164
```
Positions in Å, forces in eV/Å.

Calculated values
* SMILES: COC(=O)CCCC(=O)N1CCC(CO)(CCc2ccccc2)CC1
* total charge: 0
* HOMO: -8.862 eV
* total energy: -1135.2566 a.u.
* frontier orbital gap: 9.54 eV
* LUMO level: 0.676 eV
* 2S+1: 1
* energy relative to the best compared isomer or geometry (same formula, charge and spin): 0.0 kJ/mol

---

ORCA calculation (ωB97M-V with the def2-TZVPD basis set) on an isolated molecule of C3H5N3.

```
11
Properties=species:S:1:pos:R:3:forces:R:3:nbo_charge:R:1
N 1.0964 0.4889 0.4768 -0.27 0.11 -0.19 -0.264
N 0.3627 0.3707 1.5965 0.16 -0.29 0.03 -0.339
N 0.7340 -0.1399 -1.7937 0.09 0.26 -0.20 -0.804
H 1.6160 0.3097 -1.9873 0.03 0.02 -0.10 0.386
H 0.0323 0.0834 -2.4848 0.16 0.00 -0.05 0.377
C -0.9325 -0.0248 1.3868 0.49 -0.58 -0.71 -0.234
H -1.8812 -0.5290 -0.4917 0.24 -0.13 -0.21 0.225
H 0.7964 0.6380 2.4643 -0.10 -0.18 -0.06 0.405
C 0.2930 0.0938 -0.5011 -0.03 0.43 -0.02 0.257
H -1.1242 -1.1316 1.3351 -0.83 -0.01 2.13 0.278
C -0.9928 -0.1592 -0.0009 0.06 0.36 -0.62 -0.285
```
Positions in Å, forces in eV/Å.

Calculated values
* SMILES: Nc1cc[nH]n1
* total charge: 0
* HOMO: -8.494 eV
* total energy: -281.4904 a.u.
* frontier orbital gap: 9.48 eV
* LUMO level: 0.985 eV
* 2S+1: 1
* energy relative to the best compared isomer or geometry (same formula, charge and spin): 261.6 kJ/mol

---

ORCA calculation (ωB97M-V with the def2-TZVPD basis set) on a structure of composition C15H26N6O7Zn.

```
55
Properties=species:S:1:pos:R:3:forces:R:3:nbo_charge:R:1
H 3.3386 -1.7656 -0.8020 -0.33 -0.18 -0.01 0.190
H 0.5496 0.5180 4.0922 0.21 -0.14 -0.10 0.250
O 1.8275 1.0243 1.2969 1.72 1.25 -1.32 -0.586
H 2.2113 1.1827 0.3509 -0.39 -0.10 2.07 0.483
O -0.3411 -2.9563 -1.2653 -1.08 -1.70 -0.86 -1.051
H -1.2981 -1.6069 3.9816 0.09 -0.33 0.00 0.255
H 2.4890 -3.3365 -0.6661 -0.03 0.13 -0.09 0.182
C 1.0332 -0.7272 2.4322 0.75 1.53 -2.85 0.234
C 1.4129 -0.0385 3.6949 0.14 0.10 0.18 -0.689
C 0.0912 -1.8096 2.3994 -0.79 -1.34 -2.46 0.062
H -1.8015 0.0460 -4.0918 0.20 0.03 -0.12 0.254
H 2.5324 -2.4808 -2.2510 0.27 0.15 0.09 0.225
H 1.4381 1.7330 -4.6571 0.17 0.00 0.21 0.226
N 1.7603 0.5114 -1.5353 1.75 2.02 0.21 0.048
C -0.0082 0.1451 -2.9940 1.54 0.84 -0.45 0.218
O 2.6033 1.3753 -1.0959 -1.61 -1.80 -1.46 -0.396
O 1.3211 -2.6159 -3.4755 -1.48 -0.80 -1.87 -0.964
H 2.9704 1.4790 -3.7790 -0.23 0.17 0.03 0.251
H -0.5053 1.0038 -4.8783 -0.15 -0.21 0.06 0.232
H 0.1762 -2.5079 4.4044 -0.14 -0.01 -0.07 0.208
O -2.0907 0.5134 3.6778 -0.54 1.32 -0.79 -0.622
H 1.7193 -0.7702 4.4536 -0.11 0.17 -0.17 0.224
H -1.5103 4.5269 -0.4007 -0.12 -0.17 0.32 0.221
Zn 0.7450 -1.3714 -0.5379 1.17 0.32 0.98 1.627
H -0.4148 -0.7714 -4.8663 -0.02 0.21 0.25 0.263
H -1.0791 -3.2772 3.3799 0.07 0.19 0.04 0.243
C -2.1894 3.2400 1.2318 0.11 -0.51 0.20 -0.143
H -3.7607 3.2017 3.3474 0.06 -0.20 0.02 0.391
C -0.6437 2.5627 -0.4888 -0.94 0.59 1.03 0.057
C -1.3735 0.9871 1.0060 -0.38 0.51 0.97 0.169
H -0.0022 2.7855 -1.3398 -0.03 0.03 0.11 0.185
H -2.8000 3.9964 1.7304 0.33 -0.11 -0.20 0.206
C 2.4949 -2.3680 -1.1924 1.15 0.33 1.94 -1.096
C -2.5115 1.5408 3.1307 0.00 -0.90 0.71 0.658
C -0.5649 -2.3410 3.6151 -0.20 0.02 0.27 -0.677
N -0.5562 -0.4052 -1.8705 -1.61 -0.41 1.03 -0.054
H 0.0679 -3.8307 -1.1496 -0.05 0.43 0.13 0.498
O -1.7847 -0.4269 -1.6904 1.39 -0.29 -1.15 -0.309
H 0.4904 -2.9049 -3.0339 0.62 0.24 -0.25 0.500
N 1.3282 -0.2215 1.2279 -0.81 -1.55 3.06 -0.280
H -1.3938 -0.0641 1.2870 0.05 0.27 0.09 0.227
C 1.9080 1.7310 -3.6698 0.21 0.06 -0.45 -0.663
C -1.4778 3.5486 0.0788 0.47 -0.25 -0.63 -0.263
H -3.6425 2.1344 4.7028 0.04 0.04 -0.05 0.410
H -1.0810 -2.9470 -0.5672 0.00 -0.15 0.25 0.526
H 1.8380 2.7426 -3.2436 0.10 -0.28 -0.04 0.243
O -1.4345 -2.7658 1.0392 -0.19 -0.99 -0.86 -0.616
C -2.0947 1.9368 1.7566 0.64 0.11 -0.72 -0.207
C 1.2524 0.7510 -2.7707 -1.57 -0.54 0.10 0.106
N -0.3268 -2.1223 1.1537 0.47 1.26 3.22 -0.204
N -0.6160 1.3288 -0.0116 0.06 0.31 -0.88 -0.473
H 2.2311 0.6599 3.4951 -0.21 -0.16 0.15 0.246
N -3.3255 2.4090 3.7874 -0.10 -0.07 0.11 -0.811
H 1.5235 -3.2933 -4.1440 -0.26 0.33 0.24 0.475
C -0.7255 0.1110 -4.2854 -0.41 0.22 -0.26 -0.691
```
Positions in Å, forces in eV/Å.

Calculated values
* total charge: 0
* HOMO (alpha / beta): -6.691 / -6.686 eV
* total energy: -3221.3805 a.u.
* frontier orbital gap (alpha / beta): 4.74 / 3.83 eV
* LUMO level (alpha / beta): -1.947 / -2.860 eV
* 2S+1: 1
* energy relative to the best compared isomer or geometry (same formula, charge and spin): 66.8 kJ/mol

---

ORCA calculation (ωB97M-V with the def2-TZVPD basis set) on a structure of composition C2H11NNbSn.

```
16
Properties=species:S:1:pos:R:3:forces:R:3:nbo_charge:R:1
H -2.3186 0.3520 1.6227 0.29 0.14 0.96 -0.415
H -1.3869 -1.8227 0.4786 -0.49 0.29 1.59 -0.320
H 2.5180 -0.8772 0.5877 0.24 -0.01 0.12 0.215
H 0.9486 0.8763 -1.3418 -0.40 0.11 -0.06 0.219
H -1.1507 -0.4055 -1.8476 0.04 0.07 0.23 -0.234
N 0.1245 0.5306 0.6306 -1.54 0.62 1.25 -1.153
C 2.0707 -0.6807 -0.3793 -0.52 -0.10 -0.12 -0.619
Nb -1.7448 -0.1204 -0.1845 1.41 -0.56 -5.18 1.591
H -0.0653 1.5100 0.8593 -0.09 0.22 -0.04 0.402
H 1.9364 1.3634 0.0352 -0.06 0.36 -0.10 0.216
H 1.4682 -1.5472 -0.6443 -0.15 -0.08 -0.09 0.215
H -3.4225 -0.7322 -0.5016 0.07 0.13 1.02 -0.235
H 2.8303 -0.5744 -1.1437 0.29 -0.06 0.00 0.246
C 1.2623 0.6004 -0.3419 1.15 -0.76 0.72 -0.228
Sn -0.8245 -0.0447 2.8129 0.30 -0.39 -1.42 1.370
H -2.2458 1.5723 -0.6423 -0.55 0.02 1.12 -0.271
```
Positions in Å, forces in eV/Å.

Calculated values
* total charge: +1
* HOMO: -13.859 eV
* total energy: -408.2591 a.u.
* frontier orbital gap: 7.20 eV
* LUMO level: -6.655 eV
* 2S+1: 1

---

Calculated max |F| (eV/A), listed in the same order as above: 0.6, 2.3, 3.5, 5.4